P | Below is one molecule with the formula C5H8N2O, with properties calculated with ωB97M-V/def2-TZVPD.

Each atom is followed by the atoms it is bonded to, with distances in Å.
Atoms and positions in Å:
1 C 0.99376 -1.51430 -1.12363  C4 1.506, C5 1.409, O8 1.181
2 C 0.71910 0.07485 0.84073  C3 1.536, C4 1.512, H9 1.155, H10 1.130
3 C 0.30584 1.20225 -0.11662  C2 1.536, N6 1.502, H11 1.059, H12 1.080
4 C 0.51611 -1.31923 0.29137  C1 1.506, C2 1.512, C5 1.625, H13 1.029
5 C -0.41147 -1.46630 -1.03484  C1 1.409, C4 1.625, N7 1.484, H14 1.033
6 N -1.04974 0.87616 -0.67626  C3 1.502, N7 1.437, H15 0.938
7 N -1.29805 -0.33556 -1.40728  C5 1.484, N6 1.437, H16 1.056
8 O 2.01442 -1.44750 -1.71495  C1 1.181
9 H 1.84692 0.16555 1.07517  C2 1.155
10 H 0.06471 0.24396 1.74652  C2 1.130
11 H 0.14411 2.16462 0.29392  C3 1.059
12 H 1.00573 1.33726 -0.92852  C3 1.080
13 H 0.45236 -2.07724 0.98403  C4 1.029
14 H -0.97607 -2.33040 -1.07374  C5 1.033
15 H -1.67577 0.86816 0.02158  N6 0.938
16 H -1.21763 0.11499 -2.35946  N7 1.056

Output
2S+1 ... 1
SMILES ... O=C1[C@H]2CCNN[C@@H]12
Orbital gap ... 0.3521 Ha
LUMO energy ... 0.712 eV

Results of the Löwdin charge analysis, in e, for atoms 1 through 8: -0.3587, -0.1583, -0.1738, -0.0939, -0.1311, -0.0833, -0.0199, 0.1505

***

Q | Below is one molecule with the formula C5H8N2O, with properties calculated with ωB97M-V/def2-TZVPD.

Each atom is followed by the atoms it is bonded to, with distances in Å.
Atoms and positions in Å:
1 C -1.19275 0.14063 -0.48498  C2 1.542, C4 1.605, H8 1.245, N14 1.447
2 C -0.68600 0.53074 0.91805  C1 1.542, C3 1.640, H9 1.171, N15 1.485
3 C 0.12066 1.72462 0.13547  C2 1.640, C4 1.611, H10 1.139, H11 1.208
4 C 0.32343 0.49067 -0.87962  C1 1.605, C3 1.611, C5 1.415, H12 1.160
5 C 1.07200 -0.42732 -0.10515  C4 1.415, N15 1.453, O16 1.315
6 H -2.88048 -1.30351 -0.07146  N14 1.097
7 H -1.37344 -1.91918 0.03346  N14 1.036
8 H -1.45489 1.14930 -1.16637  C1 1.245
9 H -1.68748 0.71729 1.49584  C2 1.171
10 H 0.89170 2.32534 0.72093  C3 1.139
11 H -0.47206 2.32005 -0.73320  C3 1.208
12 H 0.73710 0.66551 -1.94874  C4 1.160
13 H 0.70365 -0.64580 1.96642  N15 0.931
14 N -1.86198 -1.14143 -0.44645  C1 1.447, H6 1.097, H7 1.036
15 N 0.31137 -0.54892 1.12717  C2 1.485, C5 1.453, H13 0.931
16 O 2.32076 -0.77909 -0.32056  C5 1.315

Output
2S+1 ... 1
SMILES ... N[C@H]1[C@@H]2C[C@H]1C(=O)N2
Orbital gap ... 0.3649 Ha
LUMO energy ... 0.815 eV

Results of the Löwdin charge analysis, in e, for atoms 1 through 8: -0.3251, -0.2282, -0.0286, -0.2225, -0.3677, 0.1245, 0.0756, 0.1757

***

Looking at the structures above, P is most stable, and the difference to the next one is 20.2 kcal/mol.